# C23H72O13

13 unconnected molecules or ions with the total composition C23H72O13 in a non-equilibrium geometry (ωB97M-V/def2-TZVPD, the OMol25 dataset).

XYZ file:
```
108
Properties=species:S:1:pos:R:3:forces:R:3
H -4.794 1.604 -1.577 0.4053 0.1607 0.1286
H 4.632 -2.735 -0.803 0.3500 -0.5428 -0.1764
H -4.706 -0.561 1.581 -0.3692 0.0063 0.1723
H 0.128 1.026 -6.748 0.0449 0.1496 0.0032
O -6.145 -2.997 1.576 -1.0040 -0.6149 0.2894
H 4.114 1.928 -3.390 -0.2537 -0.8978 0.1786
C 2.756 -1.795 2.448 -0.0473 0.1761 0.2905
C -4.240 -1.536 1.437 0.1027 0.2021 -0.6862
H -5.584 -1.969 -0.142 -0.2955 -0.0545 -0.1668
H 2.313 5.434 -1.137 0.2723 0.1108 0.5151
H 4.088 -0.846 1.052 0.0727 -0.3463 -0.3681
H 2.901 -3.821 1.771 -0.1767 -0.2282 0.2785
H -4.572 0.011 -0.829 -0.2345 0.4070 0.7754
H 0.194 0.465 -4.027 0.2603 0.2399 -0.0393
H -3.411 -1.318 0.765 0.3679 -0.0852 0.2211
O -1.791 -1.638 -2.926 -1.1445 0.3281 -0.4075
C -2.665 1.136 -0.795 -1.9546 0.0554 -1.5785
H -0.264 -0.559 -5.366 -0.1986 -0.0374 0.0062
H -6.779 -2.312 1.800 0.0676 0.1558 -0.0415
H -2.498 1.764 2.455 -0.2635 0.0443 0.1140
H -2.610 -3.816 2.436 0.1119 -0.0612 -0.5878
H -4.633 2.405 3.717 0.0183 -0.1554 0.0439
H 1.720 4.147 0.637 0.1348 0.0777 0.5477
C -1.547 -3.676 2.629 -0.8168 0.0610 0.1829
C 1.448 4.770 -1.116 0.1466 0.6936 -1.3009
H 3.373 -3.372 -1.932 0.1644 -0.1854 0.1832
O 2.865 -1.990 3.838 0.6836 -0.2950 1.2026
H 0.568 5.392 -0.954 -0.1872 -0.0835 0.0538
H 5.176 2.796 -5.073 0.0000 0.0096 -0.1089
C -0.665 -3.031 -1.290 0.8272 0.4807 0.8253
C -2.862 2.885 4.280 0.2092 1.2598 0.0151
C 4.163 -1.461 1.949 -0.5121 0.0997 -0.3313
H -3.251 3.838 3.922 0.6442 0.4563 -0.5026
C -2.278 3.195 5.668 -0.2883 -1.4954 0.4149
H 1.479 2.583 2.599 -0.0515 0.4708 -0.6932
O 3.604 -1.381 -1.919 -1.1919 0.3617 0.0329
H -5.026 -4.121 -0.676 0.0271 -0.2367 -0.0496
H -1.954 -1.039 -2.194 -0.1545 0.4273 0.3546
H 0.199 -1.599 -2.729 0.5454 -0.2906 0.3005
H -0.869 -2.389 -0.433 -0.0358 0.2445 -0.0085
C 3.593 1.969 -4.346 -0.3709 1.3603 0.3281
H -1.377 -3.854 -1.239 0.0437 0.0206 -0.3798
C 4.699 1.825 -0.445 0.6021 1.0216 -0.6574
H -4.071 0.158 -2.329 0.7697 0.6409 -0.6813
C 2.130 -3.052 1.826 0.4433 0.8437 -0.3042
H 4.732 -0.838 2.640 -0.1803 -0.2584 0.3421
H 2.167 5.333 2.943 0.0820 0.3342 -0.3927
H 2.962 2.853 -4.251 -0.0888 0.4852 -0.1317
H 4.219 -0.692 -1.656 0.4039 0.1016 0.0416
C -0.353 0.452 -4.970 -0.5608 -0.1479 0.2883
H -1.034 2.404 -1.137 -0.1484 0.8242 -0.0264
C 4.187 -2.660 -1.795 -0.3860 0.9333 -0.4969
H 1.794 -2.882 0.804 -0.1350 0.1069 -0.0447
C -5.167 -2.518 0.702 1.7348 0.3668 0.5029
H -1.851 -5.040 4.048 -0.0492 0.1245 -0.3414
O -4.014 2.122 4.394 -1.3138 -1.3396 0.8608
C -4.432 -3.755 0.162 -0.4966 -0.2279 -0.4062
H 1.574 0.496 -1.549 -0.0662 0.1008 -0.0206
H 0.608 3.765 3.623 -0.1998 -0.2852 -0.1566
H 5.489 2.357 0.083 -0.3249 0.0524 0.5696
H 4.861 -2.729 -2.649 0.5664 -0.7477 0.3667
H -3.038 3.347 6.434 -0.5059 0.8001 -0.4998
O -1.832 -0.031 -0.679 -1.4196 0.3851 0.2081
H -1.414 -2.597 2.707 0.1715 0.0655 0.3783
C -0.483 -3.481 -3.673 1.1076 0.7763 0.1965
H -1.391 3.058 2.754 0.3198 -0.0549 -0.0571
O 1.866 4.698 2.290 -0.0822 -0.3795 -0.2215
H 4.692 -2.391 1.746 0.2434 0.1606 -0.0485
H -2.546 2.912 -2.094 0.2289 0.1029 0.2400
H 6.169 0.938 -1.399 -0.0657 0.0526 0.0139
H -1.535 3.991 5.717 -0.0058 -0.1766 -0.2310
H -2.806 1.610 0.176 -0.2465 -0.3004 0.2746
H 2.835 1.214 -4.558 0.7968 -0.5827 -0.0064
H 2.302 0.071 0.037 0.2378 -0.0778 -0.3139
H -1.166 -4.327 -3.598 -0.4036 0.3820 0.5333
H 1.998 -2.104 4.236 -0.1317 -0.0966 -0.1217
O 1.560 3.718 -0.207 0.1364 -0.4496 0.0008
O 4.544 2.142 -5.382 -0.1244 -0.3959 -0.2891
H 2.122 -0.912 2.369 -0.2876 0.0962 -0.7663
C -1.932 2.111 -1.681 0.7863 -0.6125 -0.1893
H 3.838 1.582 0.178 0.4351 -0.4271 0.0639
H 1.287 -3.349 2.450 0.0538 -0.2490 -0.1497
H -1.034 0.355 -0.311 0.8088 -0.0839 0.3167
H -0.515 -3.171 -4.718 -0.0272 0.4169 0.0753
H 4.334 2.520 -1.201 -0.2272 0.1114 -0.0849
C -4.095 0.781 -1.435 1.0583 -1.3729 1.0785
H 2.311 3.483 3.838 0.0432 -0.3925 0.1554
O 0.540 1.065 0.203 -0.3954 0.3485 0.3670
H -3.890 -1.882 2.409 -0.0194 -0.2164 -0.1579
H 1.441 4.409 -2.144 -0.4058 -0.4231 0.0954
O -1.248 -4.318 3.855 0.7678 0.2113 0.3897
H -4.395 -4.569 0.885 -0.0949 0.1854 0.2554
H -3.419 -3.624 -0.219 -0.0765 0.5391 0.1267
H 0.509 -3.899 -3.505 0.1837 -0.1502 -0.1510
O 0.120 1.423 -5.874 0.6288 0.2227 -0.3149
O 5.293 0.706 -1.082 -0.3579 -0.6684 0.1873
H -1.208 1.507 3.583 -0.0975 0.0826 0.4844
H -1.506 1.498 -2.475 -0.3036 0.1764 -0.5201
C 1.531 3.559 3.081 0.2581 0.2334 1.5843
C -0.621 -2.308 -2.612 -0.8149 -2.4065 -1.8426
H 0.883 -0.773 -0.483 0.1054 -0.0686 -0.3884
H 1.021 1.890 0.306 -0.2529 0.6301 -0.2419
C -1.931 2.251 3.248 0.3536 0.6579 -0.4269
H 0.353 -3.401 -1.173 0.0022 -0.4190 0.3838
H -0.909 -3.991 1.803 -0.1320 -0.4013 -0.0503
C 1.373 0.200 -0.519 0.4196 -1.0396 0.4991
H -1.908 2.262 6.093 0.8830 -0.1305 -0.2676
H -1.389 0.700 -4.739 -0.1530 -0.4402 0.0889
```
Forces are in eV/Å.

Results
E_LUMO   0.11 eV
Highest occupied orbital energy   -9.539 eV
Relative energy (zero: lowest compared OMol25 entry of this formula, charge and spin)   289.9 kJ/mol
Gap between HOMO and LUMO   0.3546 hartree
Molar mass   556.816 u
Maximum force   0.061 Eh/bohr